# C52H141N26O7P7

A 12-piece molecular cluster, C52H141N26O7P7 overall in a non-equilibrium geometry (ωB97M-V with the def2-TZVPD basis set, the Open Molecules 2025 dataset).

⟨S²⟩: 0.76
DFT total energy in eV: -174304.749
F_max in eV/Å: 5.63
Charge: +1
Multiplicity: 2

Structure (XYZ):
```
233
Properties=species:S:1:pos:R:3:forces:R:3
O -0.08705 4.28487 6.31927 0.9 0.3 0.5
P 1.16989 3.63590 6.78426 1.0 0.1 1.0
N 1.69669 2.37544 5.77927 2.5 2.1 -0.6
C 0.71860 1.37080 5.50602 -0.8 0.5 0.2
C 2.64683 2.72766 4.64354 -0.4 -0.8 0.6
N 0.98889 2.95608 8.33183 0.7 -0.6 -1.0
C 1.84453 1.84411 8.78664 0.4 0.7 -1.4
C 0.01738 3.36135 9.33299 -0.1 -0.2 0.1
N 2.57813 4.64467 6.98326 -0.5 -0.1 -1.3
C 3.83779 4.03676 7.49531 -0.5 0.3 -0.7
C 2.69417 5.91859 6.16994 -0.2 -1.1 1.3
H 0.57659 0.87810 6.46787 -0.4 -0.7 -0.4
H 0.98555 0.70950 4.68168 0.3 -0.1 0.3
H -0.18307 1.91284 5.22092 -0.5 -0.5 -0.1
H 3.39684 1.94443 4.53342 0.1 -0.3 0.4
H 3.21401 3.64646 4.79262 -0.4 0.0 0.2
H 2.17322 2.74809 3.66202 -0.5 0.4 0.2
H 2.62303 1.65764 8.04686 -0.3 -0.2 -0.4
H 2.48983 2.10927 9.62412 -0.7 -0.2 0.8
H 1.21772 0.95441 8.84692 0.3 -0.2 0.7
H 0.34070 4.20166 9.94735 0.0 0.4 -0.3
H -0.97745 3.52598 8.91909 0.1 0.2 -0.1
H -0.06622 2.54684 10.05249 -0.1 -0.2 -0.1
H 4.18438 3.20338 6.88421 -0.2 -0.4 0.0
H 4.65981 4.74773 7.41220 -0.2 0.3 0.3
H 3.73539 3.71669 8.53221 0.0 0.1 -0.1
H 3.63375 6.37705 6.47835 -0.4 0.5 0.4
H 1.77682 6.43971 6.44379 0.4 0.6 -0.1
H 2.77811 5.90491 5.08326 -0.2 -0.9 -0.3
O 0.50638 6.98564 -3.76528 -1.0 -0.8 3.1
P -0.08478 6.74092 -2.36354 -0.5 2.9 -2.2
N -1.52605 7.72290 -2.15502 -0.7 -0.7 -0.3
C -2.07432 8.59177 -3.25635 1.4 -0.6 0.2
C -2.57533 7.49234 -1.11593 0.8 -0.3 -0.2
N 0.97089 7.29230 -1.12291 -0.8 -1.2 -0.8
C 2.45157 7.19724 -1.27694 -1.2 -0.4 0.3
C 0.40492 7.45429 0.23362 0.3 0.7 -0.6
N -0.61983 5.19233 -2.02526 -1.3 0.2 0.3
C 0.32507 4.22752 -1.55142 1.3 0.5 0.2
C -1.82927 4.56262 -2.65358 1.2 1.2 0.7
H -2.59084 9.48204 -2.89757 0.1 -0.1 0.5
H -2.77242 8.05859 -3.90169 0.0 -0.2 0.0
H -1.23081 8.93138 -3.85741 -0.1 -0.1 -0.1
H -3.59961 7.42533 -1.48263 0.0 0.3 -0.7
H -2.55766 8.30028 -0.38448 0.0 -0.1 0.1
H -2.47091 6.53339 -0.60837 0.6 0.1 0.2
H 2.69871 7.02566 -2.32460 -0.1 0.3 0.0
H 2.92397 8.10404 -0.89925 -0.1 0.1 -0.1
H 2.82828 6.34703 -0.70831 0.2 -0.1 0.1
H -0.49108 8.07384 0.19560 0.1 0.1 -0.2
H 0.09725 6.56889 0.78996 0.4 -0.5 -0.2
H 1.15019 8.01176 0.80097 0.0 -0.1 0.2
H -0.08300 3.40788 -0.96000 -0.4 0.1 -0.2
H 0.92951 3.86120 -2.38122 0.0 -0.5 0.0
H 1.02682 4.72076 -0.87885 0.1 0.1 0.1
H -2.55147 5.31840 -2.96233 0.2 0.1 -0.2
H -2.30461 3.99550 -1.85325 0.0 -0.4 -0.2
H -1.50052 3.96306 -3.50243 -0.3 -0.2 0.0
O 0.07315 -4.40675 -5.92011 0.3 0.9 0.0
P 0.15970 -4.92877 -4.56558 -1.3 -2.1 1.0
N -0.35467 -3.90139 -3.26964 -0.3 -2.2 0.1
C -0.16496 -2.47890 -3.29324 0.0 0.6 -0.5
C -0.50146 -4.43184 -1.88260 -0.2 0.3 -0.2
N 1.76449 -5.19794 -4.05732 1.0 -0.2 1.8
C 2.19764 -6.04491 -2.91493 -0.2 -0.2 -0.1
C 2.78127 -4.30806 -4.60374 -0.9 0.6 -0.6
N -0.57181 -6.44293 -4.33631 1.1 2.7 2.3
C -0.11401 -7.62829 -4.99522 -0.8 -0.7 -1.4
C -2.01785 -6.45301 -4.12441 0.3 -0.4 0.2
H -0.92198 -1.97827 -2.68960 0.1 -0.2 0.4
H -0.29596 -2.05990 -4.29093 0.5 -0.2 -0.1
H 0.82567 -2.31310 -2.86984 0.1 0.7 0.0
H 0.38601 -4.22272 -1.28531 0.5 -0.3 -0.2
H -0.80653 -5.47806 -1.86089 0.4 0.1 -0.1
H -1.23805 -3.86206 -1.31614 -0.4 0.2 -0.5
H 2.45077 -7.03186 -3.30216 -0.1 -0.1 -0.1
H 3.08781 -5.67705 -2.40464 0.0 0.5 -0.4
H 1.45647 -6.18379 -2.12785 -0.4 0.1 -0.4
H 2.35365 -3.30555 -4.58902 0.0 0.3 -0.3
H 3.72864 -4.20043 -4.07554 -0.2 -0.8 0.1
H 2.83401 -4.60431 -5.65139 0.6 0.3 -0.1
H -0.69881 -7.56296 -5.91274 0.7 -0.8 -0.8
H 0.94589 -7.80406 -5.17914 0.0 0.8 0.0
H -0.47177 -8.53861 -4.51415 -0.1 0.2 0.5
H -2.29255 -5.68511 -3.40124 -0.3 0.0 -0.4
H -2.26077 -7.42359 -3.69189 -0.1 0.0 0.1
H -2.54979 -6.39307 -5.07390 -0.2 0.3 0.0
O 3.66136 -3.06253 -0.47154 1.1 2.4 0.9
P 4.61190 -1.95489 0.00025 0.1 0.1 -1.1
N 4.04888 -0.84011 1.15317 -2.0 -2.9 0.2
C 4.73604 0.31821 1.60016 -0.2 0.7 -0.8
C 2.63557 -0.87533 1.63914 0.5 -1.6 -1.4
N 5.09212 -0.92618 -1.30084 0.1 -0.8 -0.4
C 4.19665 -0.62406 -2.44576 -0.6 -0.5 1.1
C 6.24942 -0.02862 -1.24513 -0.4 -0.1 0.3
N 6.07695 -2.56683 0.65342 -1.2 1.1 -0.8
C 6.84436 -3.43684 -0.19793 0.7 -0.5 -0.3
C 6.20830 -2.87437 2.07076 -0.7 0.7 0.0
H 5.82077 0.24345 1.52353 -0.1 -0.1 0.3
H 4.34767 0.53328 2.59566 0.6 0.2 0.2
H 4.38352 1.08520 0.91056 0.4 0.9 0.3
H 2.57702 -1.12456 2.69865 0.0 0.5 0.1
H 2.12710 -1.67689 1.10336 0.4 -0.4 0.1
H 1.96691 -0.08088 1.30772 0.6 1.0 0.4
H 3.68713 -1.54679 -2.72334 0.2 -0.1 -0.4
H 3.38535 0.06282 -2.20473 0.0 0.3 0.3
H 4.71356 -0.13279 -3.27012 0.2 -0.5 0.1
H 6.03804 0.85981 -0.65006 0.3 0.0 0.3
H 7.11606 -0.58100 -0.88194 0.1 0.3 0.1
H 6.44394 0.38505 -2.23465 0.1 -0.4 -0.1
H 6.76407 -3.19492 -1.25770 -0.2 0.2 0.1
H 7.89876 -3.37730 0.07190 0.2 0.3 0.0
H 6.62632 -4.49763 -0.07434 -0.5 -0.2 0.0
H 6.02350 -1.96279 2.63907 0.2 0.0 0.1
H 7.21758 -3.23268 2.27343 -0.1 0.0 0.0
H 5.44823 -3.57933 2.40755 0.2 -0.5 0.0
O 2.87818 1.23386 -4.51263 0.4 -0.7 0.2
P 1.68664 1.54104 -5.30211 -3.0 0.2 -2.0
N 1.81139 2.98384 -6.26934 0.3 -1.0 0.2
C 2.90919 2.98502 -7.27509 -0.5 -0.3 0.3
C 1.62486 4.31081 -5.68807 -1.2 -0.7 1.6
N 0.30030 1.58615 -4.28808 -0.5 1.5 -0.3
C -1.08123 1.72284 -4.83108 0.4 -0.9 -0.2
C 0.32977 1.38675 -2.84154 0.5 -1.1 -0.2
N 1.12545 0.32440 -6.47701 1.8 -0.1 1.4
C 1.47891 -1.12019 -6.32978 0.2 0.9 -0.1
C 0.16580 0.49104 -7.53528 -0.6 1.0 0.1
H 2.46132 2.67817 -8.22027 0.5 -0.3 -0.1
H 3.76221 2.39151 -6.94614 -0.1 -0.4 -0.3
H 3.32885 3.98289 -7.40253 -0.4 0.1 0.1
H 2.31852 4.55889 -4.88470 0.6 0.1 -0.2
H 0.67834 4.24568 -5.15144 -0.3 0.5 -0.1
H 1.57065 5.13442 -6.39997 0.0 -0.4 -0.2
H -1.89260 1.76971 -4.10473 0.7 0.7 0.8
H -1.20117 2.56448 -5.51326 0.1 -0.1 -0.1
H -1.43193 0.79889 -5.29087 0.5 -0.2 -0.8
H 0.23039 0.32303 -2.62538 -0.2 -0.3 0.1
H 1.29204 1.62782 -2.38985 -0.1 0.5 -0.2
H -0.50496 1.87367 -2.33731 0.2 0.2 -0.2
H 2.07771 -1.34853 -5.44808 -0.2 0.4 0.3
H 0.58172 -1.73861 -6.35619 -0.2 0.0 0.2
H 2.09255 -1.48755 -7.15233 0.1 0.2 -0.4
H 0.53851 0.12574 -8.49222 0.0 0.1 -0.1
H -0.19282 1.51722 -7.61555 0.7 0.3 -0.3
H -0.79805 0.02909 -7.32154 0.0 -0.9 0.1
O -0.34748 -6.66581 4.00764 0.5 0.7 -1.1
P 0.52621 -5.59320 3.46183 2.0 0.3 0.5
N -0.19745 -4.53760 2.40626 -1.1 0.7 0.1
C -1.49225 -4.88273 1.83962 0.0 0.0 -0.6
C 0.46899 -3.36825 1.76201 0.0 -1.2 0.9
N 1.84253 -6.11837 2.45393 -0.5 -1.3 3.1
C 3.04098 -5.40066 2.32247 0.7 1.9 -0.7
C 1.66945 -7.12301 1.44650 -1.0 0.1 0.1
N 1.23641 -4.55878 4.67384 2.5 -3.7 -2.8
C 2.33239 -5.05489 5.57378 -1.6 0.0 -0.4
C 0.52387 -3.51708 5.20763 -2.0 2.1 -0.4
H -1.39840 -5.51874 0.95940 0.3 0.1 -0.6
H -1.94309 -3.93868 1.53367 -0.4 -0.1 0.0
H -2.17103 -5.50090 2.42718 0.3 0.5 0.8
H 0.95776 -3.58708 0.81263 -0.1 -0.3 -0.3
H 1.28897 -3.04021 2.40086 -0.3 0.1 0.2
H -0.24805 -2.56461 1.59434 0.0 0.0 0.2
H 3.88785 -5.99957 1.98751 0.0 -0.3 0.2
H 2.86249 -4.66606 1.53722 0.7 0.5 -0.4
H 3.33128 -4.82473 3.20118 -0.1 -0.2 0.1
H 2.60299 -7.49364 1.02314 0.2 0.1 0.4
H 1.10616 -7.96117 1.85673 -0.1 0.0 -0.3
H 1.12910 -6.64074 0.63192 -0.4 -0.4 -0.7
H 1.78416 -5.29125 6.48574 0.6 -0.3 0.4
H 2.84483 -5.94103 5.19927 -0.2 0.1 -0.1
H 3.06909 -4.28030 5.78679 -0.1 0.2 -0.2
H -0.24562 -3.21086 4.49896 -0.3 -0.1 -0.1
H 1.13806 -2.61677 5.22473 0.1 0.2 1.0
H -0.02763 -3.79018 6.10728 0.3 0.4 0.6
O -6.04094 -0.83774 -1.76774 0.0 -1.2 0.5
P -6.20717 -2.29177 -1.46409 -0.2 -1.2 1.0
N -7.82814 -2.71944 -0.99807 2.7 0.1 -1.3
C -8.48538 -1.93326 0.02391 0.0 -0.3 -0.1
C -8.36233 -4.05658 -1.24299 0.5 0.7 -0.2
N -5.19883 -2.82721 -0.14596 -1.1 1.0 -1.8
C -4.12136 -1.97255 0.30017 0.3 0.5 -0.4
C -5.30794 -4.16614 0.42382 -0.8 0.9 -0.6
N -5.76674 -3.35321 -2.77244 -1.7 -0.2 1.5
C -4.34765 -3.62343 -2.99645 -1.1 0.1 -0.4
C -6.57574 -3.42337 -4.00417 0.9 0.5 -0.4
H -8.48796 -2.50067 0.95457 -0.1 0.0 0.3
H -9.51987 -1.78515 -0.28590 -0.1 0.3 0.1
H -7.98518 -0.98084 0.19939 -0.1 0.0 -0.2
H -8.63062 -4.57211 -0.32085 -0.1 0.1 0.1
H -7.57577 -4.62920 -1.73443 -0.3 -0.2 -0.1
H -9.22227 -3.93070 -1.90084 -0.2 -0.5 0.0
H -3.61988 -2.40233 1.16730 -0.1 0.0 0.0
H -3.40209 -1.82751 -0.50589 0.5 -0.1 0.0
H -4.43408 -0.95783 0.54642 -0.3 -0.1 0.2
H -6.02923 -4.12661 1.24008 0.3 -0.4 0.5
H -5.75465 -4.81308 -0.33117 0.3 -0.4 0.0
H -4.31107 -4.49137 0.72145 -0.2 -0.3 0.1
H -4.29524 -4.22703 -3.90256 0.1 -0.1 0.0
H -3.86302 -2.67615 -3.23284 0.7 0.0 0.3
H -3.94163 -4.21651 -2.17700 0.3 0.4 0.1
H -7.64505 -3.22876 -3.92167 0.3 0.4 0.5
H -6.49540 -4.36848 -4.54119 0.1 -0.5 0.6
H -6.09092 -2.73873 -4.70010 -0.5 0.5 -0.3
C -4.17515 1.68347 5.00703 -0.8 1.3 0.5
C -3.14715 0.73949 4.75915 4.2 -3.6 -1.2
N -2.27429 -0.03215 4.53663 -3.2 2.7 0.8
H -4.77232 1.89259 4.11948 -0.2 -0.5 0.1
H -3.75358 2.65308 5.27207 0.3 0.0 0.2
H -4.76434 1.36472 5.86689 -0.3 0.0 -0.2
C -4.12868 1.37311 -2.30775 0.1 0.3 0.2
C -4.19042 1.59699 -0.82036 0.0 -0.4 1.5
N -4.25593 1.74796 0.34356 0.3 -0.2 -3.2
H -5.12866 1.37748 -2.74150 0.0 0.3 0.3
H -3.68699 0.44904 -2.68071 -0.1 -0.4 1.0
H -3.48082 2.10974 -2.78287 -0.4 0.5 0.3
C -1.22137 1.33070 1.65309 0.4 -0.3 -0.1
C -1.14099 0.26176 0.64287 -0.1 0.7 0.6
N -1.03119 -0.57981 -0.12740 0.0 -0.3 -0.4
H -0.53996 1.07211 2.46359 -0.1 0.0 0.1
H -2.23049 1.42905 2.05322 0.1 -0.1 -0.2
H -0.86376 2.27424 1.24084 -0.2 0.0 -0.1
C 0.07108 6.79158 3.88516 -0.8 -0.6 0.0
C 0.15595 5.36899 3.44278 0.7 0.0 -0.7
N 0.18761 4.30514 2.98179 -0.2 1.2 0.6
H 0.82900 7.17173 4.57010 0.0 -0.7 0.0
H -0.90334 6.80907 4.37332 0.0 0.4 0.2
H 0.02986 7.49005 3.04938 -0.1 -0.4 -0.2
C -3.48533 4.41160 2.55019 -0.4 0.8 0.1
C -3.29497 5.85196 2.26095 0.5 0.6 0.1
N -3.12657 6.97539 2.03038 -0.2 -1.3 0.3
H -3.81439 3.94875 1.61982 0.2 -0.4 0.2
H -4.27021 4.32226 3.30124 -0.2 0.0 -0.2
H -2.60659 3.95032 3.00089 0.2 0.2 -0.4
```
Positions in Å, forces in eV/Å.